A cluster of 7 separate species, C27H72N10O11 in total in a non-equilibrium geometry, computed with ωB97M-V with the def2-TZVPD basis set.

Values from the calculation:
SMILES ... COCCNCCOC.COCCNCCOC.COCCNCCOC.COCCNCCOC.NC(N)=O.NC(N)=O.NC(N)=O
Calculated total energy ... -66586.6171 eV
Lowest unoccupied orbital energy ... 0.0177 hartree
Relative energy (zero: lowest compared OMol25 entry of this formula, charge and spin) ... 183.9 kJ/mol

The geometry in XYZ format:
```
120
Properties=species:S:1:pos:R:3:lowdin_charge:R:1
C -10.8954 -13.2823 -18.1979 -0.112
O -11.7423 -13.8043 -17.1904 -0.196
C -12.9375 -14.3647 -17.7260 -0.209
C -13.8295 -13.2844 -18.3668 -0.214
N -13.8316 -13.1739 -19.8228 -0.053
C -14.3581 -14.3893 -20.4146 -0.195
C -14.3604 -14.4049 -21.9709 -0.211
O -13.1549 -14.8742 -22.5415 -0.206
C -12.0508 -13.9800 -22.4959 -0.105
H -10.7941 -14.0502 -18.9748 0.079
H -9.9360 -13.1269 -17.7082 0.086
H -11.2940 -12.3827 -18.6721 0.080
H -13.5166 -14.7500 -16.8870 0.099
H -12.7103 -15.2408 -18.3384 0.103
H -13.7036 -12.3512 -17.8098 0.126
H -14.8122 -13.4900 -17.9078 0.096
H -14.2211 -12.2907 -20.1100 0.112
H -15.4218 -14.4997 -20.1650 0.116
H -13.7993 -15.2720 -20.1163 0.105
H -14.5981 -13.4370 -22.4289 0.116
H -15.0979 -15.1150 -22.3463 0.117
H -11.4746 -14.0614 -21.5722 0.070
H -12.3771 -12.9426 -22.6032 0.084
H -11.4402 -14.2838 -23.3450 0.083
C -17.9646 -20.6929 -15.5208 -0.071
O -16.8607 -20.5995 -16.4050 -0.256
C -15.7211 -19.9535 -15.8699 -0.194
C -14.6432 -19.8467 -16.9631 -0.183
N -15.1139 -19.1076 -18.1343 -0.062
C -13.9688 -18.7300 -18.9526 -0.197
C -12.9636 -19.8231 -19.3719 -0.204
O -11.8915 -19.7410 -18.4286 -0.192
C -10.6471 -20.1350 -18.9863 -0.108
H -18.3096 -19.7144 -15.1882 0.095
H -17.8036 -21.5023 -14.8060 0.097
H -18.7987 -21.0959 -16.1050 0.080
H -15.3440 -20.4169 -14.9537 0.127
H -16.0187 -18.9377 -15.5808 0.113
H -14.3519 -20.8712 -17.2176 0.119
H -13.7737 -19.3599 -16.5214 0.128
H -15.6577 -19.7532 -18.7034 0.077
H -13.4696 -17.8621 -18.5164 0.111
H -14.2923 -18.2730 -19.8957 0.118
H -12.6820 -19.6179 -20.4068 0.116
H -13.5235 -20.7641 -19.4126 0.121
H -10.6295 -21.2133 -19.1745 0.086
H -9.8888 -19.9038 -18.2408 0.087
H -10.4108 -19.6436 -19.9333 0.085
C -20.8398 -17.0003 -18.3540 -0.103
O -21.5027 -17.9257 -19.2064 -0.173
C -20.7006 -19.0115 -19.5709 -0.229
C -20.4567 -20.0417 -18.4524 -0.184
N -21.6031 -20.9690 -18.2781 -0.030
C -21.6225 -21.9991 -19.3028 -0.240
C -22.8026 -22.9395 -19.1588 -0.194
O -22.7209 -23.9844 -20.1231 -0.182
C -22.9634 -23.6323 -21.4468 -0.151
H -21.4669 -16.1181 -18.2836 0.093
H -19.8561 -16.7483 -18.7660 0.073
H -20.5404 -17.4361 -17.3956 0.072
H -19.7151 -18.8113 -20.0203 0.106
H -21.1356 -19.5095 -20.4433 0.118
H -20.3356 -19.4765 -17.5222 0.099
H -19.5164 -20.5988 -18.4406 0.082
H -22.3714 -20.3676 -18.5769 0.078
H -20.7064 -22.5947 -19.1951 0.117
H -21.4985 -21.6632 -20.3428 0.100
H -23.7809 -22.4510 -19.2234 0.123
H -22.7584 -23.4835 -18.2160 0.126
H -22.2677 -22.9819 -21.9913 0.074
H -23.9290 -23.1292 -21.5967 0.088
H -23.0244 -24.5175 -22.0820 0.085
C -24.9711 -18.7325 -19.7279 -0.100
O -24.4728 -19.3956 -18.5762 -0.230
C -25.0021 -18.9718 -17.3361 -0.199
C -24.4699 -17.5695 -16.9905 -0.218
N -24.3923 -17.2417 -15.5613 -0.051
C -23.8863 -15.8593 -15.4677 -0.205
C -23.1801 -15.5970 -14.1287 -0.217
O -22.0031 -16.3752 -13.9886 -0.202
C -20.8009 -15.8352 -14.5050 -0.108
H -26.0592 -18.8316 -19.7909 0.090
H -24.6990 -19.3087 -20.6166 0.083
H -24.5364 -17.7406 -19.8418 0.087
H -24.4978 -19.6834 -16.6763 0.123
H -26.0843 -19.0592 -17.2217 0.123
H -25.1230 -16.8958 -17.5558 0.117
H -23.4975 -17.4194 -17.4705 0.099
H -23.6278 -17.7834 -15.1608 0.104
H -24.7940 -15.2828 -15.6422 0.123
H -23.0318 -15.7350 -16.1475 0.097
H -23.8758 -15.8922 -13.3368 0.119
H -22.9398 -14.5651 -13.8585 0.120
H -20.3787 -15.0855 -13.8286 0.085
H -20.8779 -15.3938 -15.5011 0.074
H -20.1203 -16.6833 -14.5499 0.086
N -16.2885 -12.0483 -14.1095 0.149
C -16.4438 -13.2049 -14.8006 -0.649
N -17.6917 -13.3906 -15.2887 0.179
O -15.4961 -13.9650 -15.0237 -0.011
H -15.3945 -11.7874 -13.7351 0.105
H -16.9633 -11.3074 -14.1286 0.092
H -18.0608 -14.1656 -15.8321 0.049
H -18.2957 -12.6049 -15.1318 0.092
N -16.0799 -16.0173 -16.7890 0.177
C -17.3884 -16.2533 -17.1315 -0.611
N -17.5478 -17.4886 -17.6737 0.188
O -18.3543 -15.4985 -16.9673 -0.018
H -15.8220 -15.4183 -16.0019 0.049
H -15.4012 -16.7437 -16.9458 0.075
H -18.4717 -17.7761 -17.9363 0.056
H -16.7353 -18.0624 -17.8663 0.049
N -17.0279 -21.9541 -18.7513 0.165
C -17.6391 -21.3138 -19.7986 -0.671
N -18.0296 -22.1765 -20.7896 0.165
O -17.7261 -20.0912 -19.8552 0.009
H -16.7991 -22.9198 -18.8634 0.094
H -17.0227 -21.3862 -17.8908 0.063
H -17.9388 -23.1557 -20.6093 0.089
H -18.6535 -21.8789 -21.5178 0.105
```

A cluster of 9 separate species, C27H72O27S9 in total in a non-equilibrium geometry, computed with ωB97M-V with the def2-TZVPD basis set.

Values from the calculation:
SMILES ... CCOS(C)(=O)=O.CCOS(C)(=O)=O.CCOS(C)(=O)=O.CCOS(C)(=O)=O.CCOS(C)(=O)=O.CCOS(C)(=O)=O.CCOS(C)(=O)=O.CCOS(C)(=O)=O.CCOS(C)(=O)=O
Calculated total energy ... -181962.1802 eV
Lowest unoccupied orbital energy ... 0.0068 hartree
Relative energy (zero: lowest compared OMol25 entry of this formula, charge and spin) ... 78.3 kJ/mol

The geometry in XYZ format:
```
135
Properties=species:S:1:pos:R:3:lowdin_charge:R:1
C 19.0699 -7.3392 -26.5360 -0.066
C 19.5333 -5.9075 -26.6366 -0.271
O 19.1649 -5.2348 -25.4191 -0.253
S 19.8794 -3.8638 -25.0730 0.538
C 19.0005 -2.7739 -26.1698 -0.108
O 19.4727 -3.5344 -23.7510 -0.266
O 21.2455 -3.9698 -25.4265 -0.263
H 18.0008 -7.5085 -26.6280 0.079
H 19.4684 -7.7745 -25.6183 0.086
H 19.5297 -7.9331 -27.3325 0.083
H 20.5987 -5.8233 -26.8429 0.117
H 19.0400 -5.4191 -27.4867 0.117
H 17.9646 -2.9756 -25.9073 0.076
H 19.2802 -3.0324 -27.1858 0.069
H 19.2276 -1.7411 -25.9229 0.050
C 23.2931 5.5768 -28.2806 -0.043
C 23.0109 6.9239 -28.9124 -0.241
O 24.2508 7.4282 -29.5074 -0.250
S 24.1723 8.9070 -30.0230 0.547
C 24.2606 9.8629 -28.5077 -0.097
O 25.3607 9.1278 -30.7591 -0.263
O 22.9139 9.1325 -30.6639 -0.287
H 22.3734 4.9919 -28.3380 0.071
H 23.4324 5.6809 -27.2035 0.072
H 24.1515 5.0489 -28.6825 0.090
H 22.2741 6.9078 -29.7091 0.101
H 22.7190 7.6286 -28.1274 0.096
H 24.4878 9.1986 -27.6820 0.070
H 23.3516 10.4530 -28.4393 0.061
H 25.0700 10.5577 -28.7230 0.068
C 15.3841 9.3600 -20.1836 -0.065
C 15.1119 8.3480 -21.2692 -0.270
O 15.2064 8.9075 -22.5898 -0.245
S 16.5854 8.7367 -23.3480 0.558
C 16.5238 6.9661 -23.6653 -0.102
O 16.3958 9.4234 -24.5726 -0.265
O 17.6799 9.0201 -22.4708 -0.282
H 16.4604 9.4853 -20.0480 0.061
H 15.0617 8.9624 -19.2169 0.083
H 14.9324 10.3340 -20.3554 0.084
H 15.8166 7.5182 -21.1359 0.099
H 14.1615 7.8226 -21.1742 0.125
H 16.9706 6.7617 -24.6333 0.062
H 15.4565 6.7845 -23.7598 0.076
H 16.9980 6.5244 -22.7947 0.034
C 18.3932 1.4455 -26.4085 -0.066
C 18.2568 2.9440 -26.5388 -0.252
O 19.5269 3.5770 -26.8156 -0.248
S 20.4737 3.8198 -25.5484 0.569
C 19.8903 5.4188 -25.0840 -0.092
O 20.1157 2.8960 -24.5195 -0.283
O 21.8152 3.8741 -26.0073 -0.244
H 18.6687 1.0770 -27.4003 0.089
H 17.3981 1.0666 -26.1818 0.056
H 19.1082 1.1078 -25.6684 0.056
H 17.5367 3.1930 -27.3149 0.128
H 17.8591 3.3907 -25.6212 0.104
H 20.5854 5.7379 -24.3070 0.055
H 18.9148 5.2510 -24.6283 0.058
H 19.8452 6.0963 -25.9280 0.073
C 19.3046 8.0534 -18.8701 -0.067
C 19.9214 6.7585 -18.3576 -0.240
O 20.6394 6.0523 -19.3900 -0.265
S 19.7691 5.0739 -20.3053 0.581
C 21.1097 4.4370 -21.2327 -0.090
O 19.1618 4.0967 -19.4548 -0.276
O 18.9565 5.9216 -21.1298 -0.281
H 18.2803 7.8908 -19.2112 0.061
H 19.8337 8.4225 -19.7500 0.078
H 19.3091 8.8649 -18.1441 0.079
H 20.6914 7.0189 -17.6328 0.120
H 19.1969 6.0982 -17.8841 0.114
H 21.6317 5.3160 -21.6106 0.064
H 20.7236 3.8512 -22.0654 0.068
H 21.7835 3.8733 -20.5938 0.084
C 20.0410 9.7177 -25.8076 -0.046
C 21.5062 9.4264 -25.7202 -0.237
O 21.7361 8.1078 -25.1634 -0.266
S 22.8247 7.9923 -24.0416 0.535
C 22.1153 8.9710 -22.7481 -0.100
O 22.8788 6.6267 -23.6589 -0.264
O 24.0110 8.6517 -24.4863 -0.268
H 19.5112 9.7714 -24.8488 0.079
H 19.4759 8.9635 -26.3566 0.073
H 19.8997 10.7198 -26.2115 0.071
H 21.9627 9.4873 -26.7045 0.101
H 21.9381 10.1688 -25.0499 0.109
H 22.6689 8.7040 -21.8511 0.079
H 21.0454 8.7901 -22.6859 0.077
H 22.3265 10.0083 -22.9924 0.068
C 21.0832 -0.3047 -23.6097 -0.057
C 22.2747 0.6106 -23.5160 -0.242
O 22.5644 0.9029 -22.1279 -0.257
S 23.9498 0.5188 -21.4585 0.545
C 23.4220 -0.8333 -20.4611 -0.122
O 24.8347 0.0392 -22.4552 -0.267
O 24.2894 1.6059 -20.6121 -0.266
H 21.2216 -1.1980 -23.0074 0.077
H 20.9446 -0.5617 -24.6633 0.072
H 20.1740 0.2311 -23.3255 0.077
H 23.1546 0.1214 -23.9398 0.109
H 22.2128 1.5310 -24.0920 0.103
H 22.5794 -0.5231 -19.8527 0.074
H 24.2540 -1.1212 -19.8189 0.074
H 23.2061 -1.6675 -21.1241 0.071
C 19.4460 7.9622 -29.3155 -0.057
C 19.0613 9.2805 -29.9209 -0.270
O 19.5381 10.3430 -29.0855 -0.253
S 18.6278 11.6315 -28.9284 0.552
C 18.9708 12.5104 -30.4233 -0.114
O 17.2458 11.2947 -28.8721 -0.260
O 19.2375 12.3474 -27.8577 -0.276
H 18.8890 7.7279 -28.4110 0.076
H 20.5056 8.0340 -29.0478 0.056
H 19.4028 7.1563 -30.0466 0.091
H 19.4380 9.3527 -30.9461 0.128
H 17.9746 9.3287 -30.0371 0.116
H 18.3929 12.0224 -31.2101 0.072
H 20.0247 12.4337 -30.6694 0.077
H 18.6020 13.5223 -30.2867 0.076
C 15.3939 1.5266 -24.1522 -0.068
C 15.5897 1.4067 -22.6720 -0.230
O 14.9340 2.5333 -22.0319 -0.268
S 15.7684 3.7828 -21.5400 0.561
C 15.9711 3.3441 -19.8187 -0.090
O 17.0054 3.8243 -22.2467 -0.278
O 14.8694 4.8858 -21.5426 -0.271
H 15.5627 2.5543 -24.4876 0.080
H 14.3948 1.3709 -24.5711 0.087
H 16.0473 0.8573 -24.7072 0.058
H 15.1125 0.5426 -22.2138 0.126
H 16.6494 1.3697 -22.4211 0.118
H 15.3701 2.4576 -19.6441 0.069
H 15.6820 4.2234 -19.2562 0.071
H 17.0006 3.0502 -19.6206 0.049
```

A cluster of 9 separate species, C27H72O27S9 in total in a non-equilibrium geometry, computed with ωB97M-V with the def2-TZVPD basis set.

Values from the calculation:
SMILES ... CCOS(C)(=O)=O.CCOS(C)(=O)=O.CCOS(C)(=O)=O.CCOS(C)(=O)=O.CCOS(C)(=O)=O.CCOS(C)(=O)=O.CCOS(C)(=O)=O.CCOS(C)(=O)=O.CCOS(C)(=O)=O
Calculated total energy ... -181954.7677 eV
Lowest unoccupied orbital energy ... 0.0026 hartree
Relative energy (zero: lowest compared OMol25 entry of this formula, charge and spin) ... 793.5 kJ/mol

The geometry in XYZ format:
```
135
Properties=species:S:1:pos:R:3:lowdin_charge:R:1
C -5.5851 5.5427 -10.9161 -0.078
C -6.4547 5.3151 -9.7070 -0.256
O -6.1189 6.2989 -8.6741 -0.302
S -5.1334 5.8169 -7.3821 0.752
C -3.7176 6.8706 -7.9578 -0.098
O -5.7272 6.3556 -6.0679 -0.343
O -4.7715 4.3898 -7.4805 -0.328
H -4.5828 5.2696 -10.5862 0.073
H -5.6307 6.5178 -11.4011 0.083
H -5.8792 4.9596 -11.7889 0.080
H -7.4986 5.5556 -9.9084 0.118
H -6.4031 4.3022 -9.3076 0.110
H -4.1573 7.8625 -7.8540 0.069
H -3.5413 6.6887 -9.0179 0.051
H -2.8337 6.5071 -7.4337 0.070
C 2.9213 -5.0020 -4.3716 -0.050
C 1.7724 -6.0276 -4.3660 -0.339
O 0.5604 -5.3140 -4.2290 -0.258
S -0.8492 -6.3230 -4.0941 0.672
C -0.9704 -6.6145 -2.3120 -0.114
O -1.9492 -5.4251 -4.3432 -0.293
O -0.6345 -7.5851 -4.7492 -0.279
H 3.0914 -4.5725 -3.3843 0.077
H 2.7090 -4.2444 -5.1259 0.081
H 3.6766 -5.7321 -4.6625 0.079
H 1.7793 -6.6110 -5.2867 0.109
H 1.8905 -6.8492 -3.6595 0.111
H -0.0311 -7.0475 -1.9680 0.059
H -1.7333 -7.3892 -2.3898 0.068
H -1.1261 -5.7296 -1.6950 0.077
C 4.7304 7.7736 -6.7750 -0.048
C 5.0808 6.4305 -7.6422 -0.207
O 5.6755 6.9188 -8.8970 -0.297
S 6.5448 5.7493 -9.7468 0.673
C 8.0008 5.6888 -8.6967 -0.126
O 5.8779 4.4588 -9.7971 -0.291
O 6.9615 6.4292 -10.9804 -0.309
H 4.2955 7.6243 -5.7867 0.064
H 4.0007 8.4131 -7.2718 0.061
H 5.5589 8.4720 -6.6567 0.064
H 5.7163 5.8011 -7.0193 0.102
H 4.2062 5.8866 -7.9991 0.108
H 7.8178 4.7586 -8.1588 0.060
H 8.0646 6.5107 -7.9836 0.071
H 8.9705 5.6759 -9.1943 0.074
C 0.9306 -0.6705 0.4620 -0.070
C 1.3362 -0.5587 -1.0097 -0.288
O 0.8576 0.7002 -1.4809 -0.274
S 1.7971 1.5276 -2.5934 0.649
C 1.0600 0.7984 -4.0770 -0.105
O 1.4104 2.9213 -2.5589 -0.284
O 3.1465 1.1233 -2.3334 -0.285
H 1.5285 -1.4771 0.8863 0.077
H -0.1062 -0.9993 0.5324 0.068
H 0.9774 0.2362 1.0652 0.085
H 2.4237 -0.5286 -0.9411 0.102
H 1.0208 -1.4344 -1.5768 0.119
H 1.8437 0.9065 -4.8268 0.067
H 0.1178 1.2934 -4.3124 0.076
H 0.9141 -0.2710 -3.9248 0.063
C 3.8498 -8.8176 3.0528 -0.077
C 5.0917 -8.0651 3.4428 -0.289
O 4.8363 -6.6859 3.1823 -0.282
S 6.1654 -5.7648 2.7791 0.677
C 6.2492 -5.0036 4.4389 -0.114
O 7.3458 -6.6250 2.5769 -0.311
O 5.8115 -4.7875 1.7839 -0.276
H 3.7677 -9.1351 2.0133 0.078
H 2.9370 -8.2686 3.2842 0.081
H 3.8122 -9.8072 3.5080 0.078
H 5.3495 -8.0726 4.5019 0.121
H 5.9045 -8.4884 2.8528 0.112
H 7.1976 -4.4689 4.4899 0.068
H 6.0291 -5.5922 5.3295 0.068
H 5.4045 -4.3205 4.5281 0.066
C 4.0078 -8.2044 10.0427 -0.069
C 2.8384 -7.2501 9.7645 -0.298
O 3.2898 -5.9355 10.0962 -0.266
S 2.4296 -4.6273 9.5022 0.699
C 0.7199 -4.9280 10.3317 -0.092
O 3.0181 -3.5002 10.1954 -0.294
O 2.2094 -4.7336 8.0568 -0.311
H 3.6678 -9.2399 10.0555 0.080
H 4.4888 -8.0800 11.0129 0.077
H 4.7739 -7.9861 9.2988 0.079
H 2.5514 -7.4886 8.7404 0.119
H 1.9792 -7.5019 10.3861 0.107
H 0.2183 -3.9603 10.3265 0.061
H 0.7038 -5.5088 11.2540 0.059
H 0.1773 -5.6663 9.7412 0.049
C 3.8533 4.2725 5.6097 -0.076
C 3.3442 4.9540 4.3182 -0.264
O 2.0529 5.4265 4.7543 -0.308
S 1.7167 7.0992 4.8023 0.747
C 1.6223 7.2937 2.9770 -0.115
O 0.3223 7.3079 5.3436 -0.315
O 2.9093 7.7774 5.3178 -0.314
H 3.6208 4.8190 6.5237 0.077
H 4.9395 4.2000 5.5550 0.074
H 3.3611 3.3255 5.8309 0.074
H 4.0922 5.7169 4.1024 0.107
H 3.4067 4.3010 3.4477 0.119
H 0.8202 7.9482 2.6358 0.065
H 1.3033 6.2920 2.6892 0.061
H 2.5243 7.5795 2.4359 0.069
C -5.9583 -2.6491 5.1997 -0.073
C -7.0904 -2.6250 4.2310 -0.304
O -8.2953 -2.7894 4.9617 -0.286
S -9.6750 -1.9828 4.4612 0.695
C -9.3287 -0.4588 5.3978 -0.108
O -9.5522 -1.8254 3.0066 -0.304
O -10.7430 -2.6966 5.1540 -0.295
H -5.0384 -2.8640 4.6560 0.079
H -6.0271 -3.3056 6.0670 0.085
H -5.6790 -1.6798 5.6126 0.076
H -7.1408 -1.7351 3.6036 0.110
H -7.0687 -3.4111 3.4763 0.121
H -8.4998 0.0438 4.8993 0.065
H -8.9563 -0.8249 6.3546 0.068
H -10.1724 0.2057 5.5839 0.072
C -4.9086 0.5687 -1.0453 -0.054
C -5.1235 2.0604 -0.8559 -0.297
O -5.3846 2.2567 0.5174 -0.258
S -5.0012 3.6858 1.2218 0.657
C -6.5724 4.5034 1.3114 -0.132
O -4.5625 3.4056 2.6060 -0.307
O -4.1096 4.4487 0.3558 -0.302
H -5.6210 -0.0025 -0.4500 0.083
H -3.8728 0.2297 -1.0608 0.079
H -5.2256 0.4256 -2.0783 0.075
H -4.3310 2.6608 -1.3025 0.114
H -5.9470 2.5118 -1.4092 0.119
H -6.5126 5.4931 1.7642 0.076
H -7.1831 3.8520 1.9366 0.071
H -6.9656 4.7545 0.3263 0.074
```